[1]
36
Properties=species:S:1:pos:R:3 method="wB97M-V/def2-TZVPD" orbital_gap_ev=8.97 e_tot_ev=-24954.7998 smiles=O.O.O.O.O.O.O.O.O.O.O.O
O 0.443 2.048 3.701
O 3.359 0.415 -1.072
O -0.031 -0.961 -4.613
O -1.878 1.471 1.845
O -5.150 -2.834 1.392
O -1.316 -1.636 -2.568
O 1.440 1.692 -2.815
O -0.731 -0.409 3.508
O -1.379 -0.437 -0.047
O 3.950 -1.186 -0.271
O -0.367 1.962 -0.280
O 0.887 0.103 1.807
H -1.066 1.675 -0.948
H 3.174 -1.721 -0.250
H 0.082 -0.373 -3.854
H 0.582 -0.722 1.388
H -0.628 0.088 0.060
H -4.889 -2.096 0.741
H 0.888 0.588 1.032
H -1.534 1.974 2.573
H 4.615 -1.527 0.391
H 1.189 2.633 -2.762
H 1.624 1.606 -3.795
H -1.002 -0.768 4.411
H -1.154 -1.384 0.077
H 0.059 -0.859 3.222
H 0.319 1.078 4.010
H -1.448 -0.933 -3.259
H -4.621 -3.583 1.188
H -0.835 2.615 0.229
H 0.850 -1.507 -4.500
H -2.740 1.352 2.108
H 3.824 0.014 -1.815
H -0.344 -1.615 -2.462
H 3.669 1.288 -1.162
H 0.158 1.949 2.791



[2]
36
Properties=species:S:1:pos:R:3 method="wB97M-V/def2-TZVPD" orbital_gap_ev=9.94 e_tot_ev=-24960.0400 smiles=O.O.O.O.O.O.O.O.O.O.O.O
O 1.323 0.035 -2.556
O 3.257 -0.677 -0.478
O -0.407 -2.156 -3.096
O -2.619 0.983 0.909
O -0.052 -0.122 0.184
O 0.549 2.990 -0.389
O 2.506 -0.485 2.181
O -1.426 -2.193 1.843
O 1.450 2.258 2.215
O -0.985 1.926 -2.573
O -2.769 -1.337 -1.725
O -0.287 -0.281 3.492
H -0.591 2.258 -1.743
H 2.023 2.221 2.988
H -0.697 -2.721 1.494
H -2.806 -2.304 -1.734
H 2.047 -0.461 -2.134
H -0.615 -0.513 2.607
H 1.587 0.958 -2.496
H -3.068 0.134 0.994
H 0.241 -1.433 -3.037
H -2.061 -2.153 1.120
H 0.403 -0.648 -0.485
H -3.147 1.475 0.268
H 2.287 -0.864 1.322
H -0.256 -1.120 3.962
H -1.694 1.343 -2.288
H 1.233 2.324 -0.509
H -3.677 -1.057 -1.553
H -1.267 -1.729 -2.983
H 1.674 -0.130 2.509
H 0.741 1.626 2.405
H 3.589 0.214 -0.644
H -0.984 -0.170 -0.060
H 4.027 -1.249 -0.585
H 0.469 3.057 0.573



[3]
36
Properties=species:S:1:pos:R:3 method="wB97M-V/def2-TZVPD" orbital_gap_ev=9.82 e_tot_ev=-24958.4107 smiles=O.O.O.O.O.O.O.O.O.O.O.O
O 0.780 3.922 -0.807
O 3.881 0.457 -2.428
O 0.082 -2.115 2.642
O -0.644 0.048 -0.294
O -0.229 3.452 2.122
O -1.620 0.218 1.902
O 1.337 -3.271 -0.355
O -5.256 1.336 -0.811
O 4.397 -0.176 1.037
O -2.096 -2.871 -0.993
O -2.854 -0.797 -1.234
O 2.193 1.009 -0.491
H -0.440 -0.207 -1.201
H -2.252 -0.034 2.584
H -1.494 -2.151 -0.772
H 4.311 -0.167 -3.023
H 2.387 0.796 0.429
H 0.244 3.268 1.302
H -0.080 -3.055 2.779
H -3.141 -1.615 -1.656
H -1.645 -3.660 -0.670
H 1.591 -3.044 0.547
H -5.107 2.128 -0.282
H 0.417 3.602 -1.641
H -3.623 -0.219 -1.296
H -5.787 1.645 -1.553
H 3.669 -0.579 0.551
H 2.814 1.713 -0.705
H 2.176 -3.374 -0.817
H 2.969 0.488 -2.739
H 0.827 -2.091 2.031
H -0.846 -0.326 2.087
H 0.066 4.447 -0.428
H 4.648 -0.847 1.681
H -1.383 -0.521 -0.052
H -0.293 2.593 2.554



[4]
36
Properties=species:S:1:pos:R:3 method="wB97M-V/def2-TZVPD" orbital_gap_ev=10.86 e_tot_ev=-24961.4137 smiles=O.O.O.O.O.O.O.O.O.O.O.O
O -0.413 2.125 -1.032
O -0.091 -3.267 -0.888
O 2.392 0.098 0.399
O -2.650 1.398 1.558
O -0.217 3.246 1.819
O 0.393 -1.503 1.174
O -1.665 -0.286 -0.217
O 1.978 0.175 -2.426
O -1.527 -1.761 -2.603
O 1.428 1.279 2.583
O 0.075 -0.260 -4.135
O 0.096 -0.665 3.680
H 1.820 1.057 1.717
H 0.269 -1.620 2.153
H 0.777 0.093 3.481
H -0.793 3.829 2.318
H -3.136 0.970 2.269
H -2.112 -2.499 -2.804
H -0.134 -2.792 -0.025
H 2.227 1.069 -2.688
H -0.192 0.485 -4.681
H -0.633 -0.482 -3.493
H -1.072 -0.782 0.383
H 2.108 0.035 -0.528
H 1.300 -1.153 1.094
H 1.164 0.134 -3.024
H 3.348 0.147 0.467
H -2.435 0.627 0.985
H -0.974 1.320 -0.980
H 0.411 1.734 -0.699
H -0.797 2.823 1.160
H 0.843 -3.507 -0.921
H -0.730 -2.288 -2.318
H 0.316 -0.738 4.616
H -2.004 -0.887 -0.889
H 0.630 1.843 2.493



Computed HOMO level (hartree) in order:
-0.333, -0.381, -0.371, -0.389
Computed molar mass (g/mol) in order:
216.18, 216.18, 216.18, 216.18
Computed energy above the lowest of the compared OMol25 structures with the same formula, charge and spin (kcal per mole) in order:
159.0, 38.2, 75.7, 6.5